Record 1
Molecular formula: C5H9N2O2PS
Method: DFT, ωB97M-V/def2-TZVPD

The value obtained for the LUMO energy (spin up / spin down) is -0.11337 / -0.12135 Ha. As for the HOMO-LUMO gap (spin up / spin down): 5.430 / 4.745 eV. The strongest force on any atom is 2.1 eV Å⁻¹.

```
20
C5H9N2O2PS, DFT ωB97M-V/def2-TZVPD
C -0.0944 -0.0276 1.2889
C 1.0952 -1.1394 -0.4637
C -0.4099 -2.5094 0.8397
C -1.7395 1.6440 1.5455
C 2.2577 0.8880 -2.3587
N 0.2175 -1.2578 0.4823
N -1.2432 0.4550 0.9391
O 0.7591 0.3158 2.0886
O 1.5644 -1.8801 -1.2893
P 1.8277 0.6472 -0.5790
S 3.3869 1.0049 0.5183
H -0.0916 -3.2876 0.1489
H -0.1230 -2.7811 1.8577
H -1.4917 -2.3815 0.7943
H -2.7371 1.4409 1.9421
H -1.0929 2.0099 2.3517
H -1.8370 2.4205 0.7820
H 2.5549 -0.0784 -2.7643
H 1.4009 1.2655 -2.9133
H 3.0858 1.5914 -2.4209
```

---

Record 2
Molecular formula: C5H9N2O3
Method: DFT, ωB97M-V/def2-TZVPD

Its multiplicity is 2. The value obtained for the LUMO energy (spin up / spin down) is 0.00288 / -0.08835 Ha. As for the HOMO-LUMO gap (spin up / spin down): 9.859 / 7.748 eV. The strongest force on any atom is 2.6 eV Å⁻¹.

```
19
C5H9N2O3, DFT ωB97M-V/def2-TZVPD
C 1.7709 -0.2818 0.5210
C 1.4358 -1.3100 -0.3135
C 0.5764 -2.4635 0.0537
O 0.7377 -3.5577 -0.4916
C 3.0188 0.5255 0.3306
H 1.4496 -0.3635 1.5668
H 1.8386 -1.3477 -1.3290
N -0.3576 -2.2701 1.0084
H 3.8281 0.1301 0.9618
H 3.3385 0.5328 -0.7192
H 2.8522 1.5629 0.6569
H -0.9864 -3.0276 1.2373
H -0.5601 -1.3581 1.3964
C -0.1277 1.5999 -0.0661
H -0.9186 0.9223 0.2485
H 0.1410 1.7564 -1.1079
N 0.0551 2.7211 0.7687
O -0.3077 2.6415 1.9400
O 0.5980 3.7139 0.2987
```

---

Record 3
Molecular formula: C5H9N2OS
Method: DFT, ωB97M-V/def2-TZVPD

The value obtained for the LUMO energy is -0.15516 Ha. As for the HOMO-LUMO gap: 9.809 eV. As for the charge: +1. The strongest force on any atom is 2.9 eV Å⁻¹.

```
18
C5H9N2OS, DFT ωB97M-V/def2-TZVPD
C -0.5452 -1.2997 2.1856
C 0.4087 -2.2175 1.8780
C 0.4939 -0.3693 0.2982
C -0.5152 0.1353 -1.9536
C 0.3409 0.6517 -0.7929
N -0.4429 -0.3017 1.2333
N -0.2977 1.7892 -0.0955
O 1.6248 1.0001 -1.2064
S 1.4290 -1.8211 0.6192
H -1.3226 -1.1198 2.9359
H 0.5413 -3.0676 2.4757
H -0.9382 1.0058 -2.4059
H 0.1668 -0.4200 -2.6092
H -1.3158 -0.4882 -1.5310
H -0.9481 0.5252 1.4434
H 0.3159 2.3528 0.5281
H -0.7010 2.3427 -0.8135
H 1.7055 1.3021 -2.1896
```

---

Record 4
Molecular formula: C5H9N2S
Method: DFT, ωB97M-V/def2-TZVPD

The value obtained for the LUMO energy is -0.15170 Ha. As for the HOMO-LUMO gap: 8.453 eV. As for the charge: +1. The strongest force on any atom is 5.1 eV Å⁻¹.

```
17
C5H9N2S, DFT ωB97M-V/def2-TZVPD
C 0.8993 0.6693 1.0654
C 0.4857 -0.3836 1.8161
C -0.2543 -1.6840 -0.0886
C -0.2787 -0.3126 -0.8108
C 0.3335 1.9857 -0.9698
N 0.3885 0.7258 -0.3770
N -0.1153 -1.4896 1.2897
S -1.1691 -0.2769 -2.2702
H 1.6476 1.3933 1.4045
H 0.7295 -0.5231 2.8593
H -1.1299 -2.2196 -0.3796
H 0.7448 -2.2131 -0.5877
H -0.3397 2.0023 -1.9225
H -0.3042 2.4605 -0.0951
H 1.2568 2.4629 -1.1808
H -0.5910 -2.1670 1.9467
H -1.5644 -1.5099 -2.1879
```

---

Record 5
Molecular formula: C5H9N2S
Method: DFT, ωB97M-V/def2-TZVPD

The value obtained for the LUMO energy (spin up / spin down) is -0.21127 / -0.21129 Ha. As for the HOMO-LUMO gap (spin up / spin down): 6.792 / 6.791 eV. As for the charge: +1. The strongest force on any atom is 1.7 eV Å⁻¹.

```
17
C5H9N2S, DFT ωB97M-V/def2-TZVPD
C -0.8887 0.3160 0.9286
C 0.1515 1.2978 0.9865
C 1.1804 0.7678 -1.1653
C 1.9286 -0.4771 -0.9426
C -2.1571 -1.3042 -0.1849
N -1.0998 -0.3758 -0.1243
N 0.9775 1.5722 0.0187
S 2.1329 -1.0863 0.5713
H -1.4838 0.1947 1.8380
H 0.2402 1.8538 1.9112
H 1.6756 1.3502 -1.9434
H 0.1972 0.4311 -1.5379
H -2.9026 -0.9151 -0.8848
H -1.7785 -2.2292 -0.6232
H -2.6443 -1.4917 0.7769
H 1.6804 2.2928 0.1791
H 2.7906 -2.1971 0.1963
```

---

Record 6
Molecular formula: C5H9N2S
Method: DFT, ωB97M-V/def2-TZVPD

The value obtained for the LUMO energy is -0.12477 Ha. As for the HOMO-LUMO gap: 9.818 eV. As for the charge: +1. The strongest force on any atom is 6.3 eV Å⁻¹.

```
17
C5H9N2S, DFT ωB97M-V/def2-TZVPD
C -1.8733 -0.0230 -0.2934
C 1.9980 -1.4118 -0.0636
C 1.1826 -0.4043 0.0392
C 0.7612 0.8178 -0.1152
C 1.7314 1.9287 -0.1252
N -1.4579 -1.1300 0.2307
N -3.1302 0.1542 -0.7381
S -0.9239 1.3896 -0.5529
H 2.1701 -2.0881 0.7811
H 2.2211 -1.7392 -1.0755
H -0.4535 -1.1403 0.5321
H 2.0076 2.1842 -1.1374
H 2.5974 1.6892 0.4781
H 1.2305 2.7780 0.1923
H -2.1144 -1.9610 0.1491
H -3.8442 -0.3405 -0.3998
H -3.3886 1.1598 -1.1258
```

---

Record 7
Molecular formula: C5H9N3
Method: DFT, ωB97M-V/def2-TZVPD

The value obtained for the LUMO energy is 0.03484 Ha. As for the HOMO-LUMO gap: 9.578 eV. Its SMILES is [H]/N=C1/NC[C@@H]2C[C@]12N. The strongest force on any atom is 7.4 eV Å⁻¹.

```
17
C5H9N3, DFT ωB97M-V/def2-TZVPD
H -1.1209 -0.7381 2.3192
N -0.9263 -1.3408 1.3787
C -0.3028 -0.8562 0.4166
N -0.2782 -1.3404 -0.9100
C -0.2945 -0.3230 -1.8043
C 0.0584 0.9618 -1.0786
C 1.4738 0.7968 -0.3056
C 0.2521 0.6466 0.4098
N 0.0727 1.0854 1.8580
H -0.9954 -2.1074 -0.7860
H -1.2506 0.0340 -2.4311
H 0.3225 -0.2081 -2.6924
H -0.3243 1.9878 -1.5289
H 1.9083 -0.2191 -0.4021
H 2.2122 1.5733 -0.2767
H 0.8876 1.8422 1.7058
H -0.8390 1.6499 1.9783
```

---

Record 8
Molecular formula: C5H9N3
Method: DFT, ωB97M-V/def2-TZVPD

The value obtained for the LUMO energy is 0.02754 Ha. As for the HOMO-LUMO gap: 9.263 eV. Its SMILES is C/N=C1/CNC(C)=N1. The strongest force on any atom is 3.0 eV Å⁻¹.

```
17
C5H9N3, DFT ωB97M-V/def2-TZVPD
C 2.8543 -0.8955 0.0075
N 2.0572 0.4161 -0.0209
C 0.8098 0.3454 0.0388
C -0.0930 1.6296 -0.0182
N -1.4396 0.9944 0.0710
C -1.2958 -0.4102 0.0053
C -2.5797 -1.1847 0.0003
N -0.0526 -0.7617 -0.0488
H 3.1974 -1.0083 1.0290
H 2.2960 -1.8750 -0.1809
H 3.7008 -0.6952 -0.7287
H -0.0215 2.3741 0.8490
H -0.1435 2.0718 -1.0220
H -2.2811 1.5548 -0.2379
H -3.3244 -0.7575 -0.6801
H -2.5178 -2.2881 -0.1612
H -3.0350 -0.8259 0.9220
```

---

Record 9
Molecular formula: C5H9N3
Method: DFT, ωB97M-V/def2-TZVPD

The value obtained for the LUMO energy is 0.01970 Ha. As for the HOMO-LUMO gap: 9.397 eV. The strongest force on any atom is 7.3 eV Å⁻¹.

```
17
C5H9N3, DFT ωB97M-V/def2-TZVPD
C -2.2393 -0.1455 0.5083
C 0.9206 -1.2616 -0.2898
C 2.3376 -0.7703 0.0496
C 2.1659 0.7277 -0.0248
C 0.8459 1.2989 -0.1412
H -2.3878 0.3605 -1.3490
H -2.7793 -0.2981 1.3035
H -0.3449 -0.3400 1.3598
H 0.6870 -1.8111 -1.3781
H 0.6284 -2.0027 0.5862
H 3.4236 -1.1596 0.2466
H 2.7215 1.5873 0.4234
H 0.4361 2.1931 -1.1481
H 0.6515 1.8522 0.7700
N -2.9152 -0.0076 -0.6291
N -0.9108 0.0751 0.7454
N -0.0627 0.0072 -0.3204
```

---

Record 10
Molecular formula: C5H9N3
Method: DFT, ωB97M-V/def2-TZVPD

The value obtained for the LUMO energy is 0.02986 Ha. As for the HOMO-LUMO gap: 9.611 eV. Its SMILES is C=NN1[C@@H]2CNC[C@@H]21. The strongest force on any atom is 7.4 eV Å⁻¹.

```
17
C5H9N3, DFT ωB97M-V/def2-TZVPD
C -2.9882 -0.2220 0.0925
N -2.2211 0.5632 -0.7142
N -0.8309 0.0127 -0.7573
C 0.0805 0.6910 0.4296
C 1.3852 1.3140 -0.0803
N 2.2648 0.0788 -0.2782
C 1.4433 -1.1112 -0.4639
C 0.0170 -0.7515 0.1593
H -2.6477 -1.2175 0.8673
H -3.9879 0.3996 0.1624
H -0.7420 0.9912 0.9801
H 1.6145 2.1708 0.4589
H 1.1540 1.6957 -1.0634
H 2.7971 -0.1240 0.6825
H 1.8379 -1.9511 0.0898
H 1.1869 -1.0292 -1.4702
H -0.3632 -1.5105 0.9049
```

---

Record 11
Molecular formula: C5H9N3
Method: DFT, ωB97M-V/def2-TZVPD

The value obtained for the LUMO energy is 0.03091 Ha. As for the HOMO-LUMO gap: 8.652 eV. Its SMILES is CN[C@@H]1[C@@H]2N=CN[C@@H]21. The strongest force on any atom is 9.0 eV Å⁻¹.

```
17
C5H9N3, DFT ωB97M-V/def2-TZVPD
C -2.7217 0.3270 -0.2686
N -1.4908 -0.4312 -0.4355
C -0.5256 -0.5191 0.5646
C 0.5572 0.4940 1.1284
N 1.1017 1.2532 0.2764
C 1.4010 0.6907 -0.8267
N 1.7280 -0.7025 -0.7549
C 0.9220 -0.9777 0.5780
H -3.3656 0.6723 -1.1076
H -3.3126 -0.0187 0.6204
H -2.2545 1.4127 0.0967
H -1.3129 -0.7173 -1.6164
H -1.2729 -1.0473 1.1756
H 0.4286 0.7333 2.0405
H 1.7508 1.3555 -1.5994
H 1.0990 -1.3758 -1.4982
H 1.0714 -1.9403 1.2326
```

---

Record 12
Molecular formula: C5H9N3
Method: DFT, ωB97M-V/def2-TZVPD

The value obtained for the LUMO energy is 0.03011 Ha. As for the HOMO-LUMO gap: 8.160 eV. Its SMILES is Cc1ccc(N)n1N. The strongest force on any atom is 3.1 eV Å⁻¹.

```
17
C5H9N3, DFT ωB97M-V/def2-TZVPD
C 1.8369 -1.1765 -1.2352
C 0.6603 -0.8302 -0.3384
C 0.0406 -1.6003 0.6137
C -0.9194 -0.7881 1.2734
C -0.8555 0.4807 0.7119
N -1.7009 1.5928 0.9026
N 0.1465 0.4028 -0.2807
N 0.3707 1.4285 -1.1512
H 2.2479 -2.0612 -0.7913
H 2.6402 -0.3956 -1.1994
H 1.5760 -1.4245 -2.2802
H 0.2711 -2.6564 0.8771
H -1.6519 -1.1191 2.0539
H -1.6656 2.2594 0.1289
H -1.4136 2.0702 1.7690
H 1.2848 1.8386 -0.9358
H 0.4187 1.0063 -2.0697
```

---

Record 13
Molecular formula: C5H9N3
Method: DFT, ωB97M-V/def2-TZVPD

The value obtained for the LUMO energy is 0.02314 Ha. As for the HOMO-LUMO gap: 8.507 eV. Its SMILES is C=C1[C@@H](C)N=CN1N. The strongest force on any atom is 8.5 eV Å⁻¹.

```
17
C5H9N3, DFT ωB97M-V/def2-TZVPD
C -1.5637 -0.5802 0.9980
C -0.5391 -0.0431 0.2274
C 0.8638 -0.4475 0.7230
C 1.0008 -2.0244 1.0063
N 1.5836 -0.0343 -0.3448
C 0.9441 0.8518 -1.0545
N -0.3466 0.8594 -0.7044
N -1.4850 1.6254 -1.1258
H -2.6580 -0.5268 0.9287
H -1.3429 -1.3011 1.8487
H 1.1496 0.2499 1.6233
H 2.0820 -2.2604 1.7484
H -0.1205 -2.4489 1.4910
H 1.1181 -2.3021 -0.1771
H 1.3289 1.5533 -1.8263
H -2.3636 0.9319 -1.3441
H -1.6936 2.4106 -0.4685
```

---

Record 14
Molecular formula: C5H9N3
Method: DFT, ωB97M-V/def2-TZVPD

The value obtained for the LUMO energy is 0.03169 Ha. As for the HOMO-LUMO gap: 9.779 eV. Its SMILES is [H]/N=C\NN1CC=CC1. The strongest force on any atom is 7.6 eV Å⁻¹.

```
17
C5H9N3, DFT ωB97M-V/def2-TZVPD
H 2.0194 0.7169 -1.0349
N 2.8157 0.4033 -0.5149
C 2.3316 -0.5350 0.4604
N 0.8989 -0.7247 0.4483
N 0.2048 -0.1925 -0.6755
C -0.2944 1.2994 -0.2911
C -1.4572 0.7696 0.4676
C -1.9878 -0.4339 0.2412
C -1.0664 -0.9962 -0.8323
H 2.8502 -1.0293 1.4271
H 0.5194 -0.3950 1.4399
H -0.4287 2.0766 -1.0348
H 0.3378 1.6052 0.4176
H -1.7004 1.6339 1.1576
H -2.7740 -1.0769 0.8935
H -1.5354 -1.1349 -1.8044
H -0.7337 -1.9862 -0.7653
```

---

Record 15
Molecular formula: C5H9N3O
Method: DFT, ωB97M-V/def2-TZVPD

The value obtained for the LUMO energy is 0.02326 Ha. As for the HOMO-LUMO gap: 8.715 eV. The strongest force on any atom is 9.3 eV Å⁻¹.

```
18
C5H9N3O, DFT ωB97M-V/def2-TZVPD
C -0.8055 0.1544 1.4422
C -1.3354 -0.7477 -0.7974
C 0.2217 -0.7833 -1.0370
C 1.2259 0.4135 -1.0926
C 1.8242 1.2022 0.1604
H -0.1383 0.4013 3.2855
H -2.6075 -1.2582 1.2117
H -1.9627 -1.3157 -1.3553
H -1.5524 0.2541 -1.2459
H 0.0513 -1.2055 -2.1168
H 0.4966 -1.5840 -0.3275
H 2.1936 -0.1062 -1.6713
H 1.0433 1.3175 -1.8439
H 2.9188 1.5063 0.2069
N -0.8899 -0.2341 2.6122
N -1.5390 -0.6712 0.7062
N 1.0408 1.6079 1.1629
O -0.1854 1.0486 0.6998
```

---

Record 16
Molecular formula: C5H9N3O2
Method: DFT, ωB97M-V/def2-TZVPD

The value obtained for the LUMO energy is 0.01837 Ha. As for the HOMO-LUMO gap: 9.510 eV. Its SMILES is C=NC/N=C\C(C)=[N+](/[O-])O. The strongest force on any atom is 4.7 eV Å⁻¹.

```
19
C5H9N3O2, DFT ωB97M-V/def2-TZVPD
C -1.2424 2.2249 -0.0423
N -1.3565 1.2281 -0.7723
C -0.4621 0.9600 -1.8106
N -0.1161 -0.4471 -2.0056
C 0.0972 -1.2169 -1.0486
C 0.4799 -1.1204 0.3635
C -0.2042 -2.0236 1.2915
N 1.2644 -0.1125 0.6590
O 1.7024 0.8016 -0.0954
O 1.6712 -0.0721 2.0653
H -0.3705 2.9612 -0.0356
H -2.2192 2.3800 0.4539
H 0.4651 1.4580 -1.6959
H -0.9242 1.1170 -2.7682
H 0.1565 -2.3220 -1.2798
H 0.5661 -2.8334 1.5458
H -1.1207 -2.3909 0.7392
H -0.4039 -1.3452 2.2184
H 2.0168 0.7531 2.2178
```

---

Record 17
Molecular formula: C5H9N3S
Method: DFT, ωB97M-V/def2-TZVPD

The value obtained for the LUMO energy (spin up / spin down) is -0.00360 / -0.00365 Ha. As for the HOMO-LUMO gap (spin up / spin down): 7.685 / 7.685 eV. Its SMILES is C/N=N/C=C\N=C/SC. The strongest force on any atom is 5.1 eV Å⁻¹.

```
18
C5H9N3S, DFT ωB97M-V/def2-TZVPD
C 1.3233 -1.0997 1.7540
N 0.5017 0.0532 1.3933
N 1.0914 1.1998 1.1600
C 0.6188 2.3320 0.5957
C -0.1730 2.6280 -0.5038
N -1.1018 1.8162 -1.1110
C -1.2913 0.5902 -1.4461
S -0.0615 -0.6417 -1.3553
C -0.9902 -2.2868 -1.1480
H 2.2233 -1.1844 1.1526
H 1.6998 -1.0155 2.8456
H 0.5901 -1.8648 1.7595
H 1.1086 3.2277 0.9556
H -0.1833 3.6588 -0.8158
H -2.3122 0.3528 -1.8979
H -1.2044 -2.5302 -2.2234
H -1.6237 -2.2211 -0.2696
H -0.2156 -3.0145 -0.8454
```

---

Record 18
Molecular formula: C5H9N4
Method: DFT, ωB97M-V/def2-TZVPD

Its multiplicity is 3. The value obtained for the LUMO energy (spin up / spin down) is -0.14028 / -0.30827 Ha. As for the HOMO-LUMO gap (spin up / spin down): 6.323 / 6.001 eV. As for the charge: +1. The strongest force on any atom is 4.1 eV Å⁻¹.

```
18
C5H9N4, DFT ωB97M-V/def2-TZVPD
C -0.7995 -1.0866 -0.8928
C 0.1073 0.4154 0.5855
C -0.6861 1.1022 -1.4889
C 0.6709 0.7940 1.8959
C 0.5867 -1.9964 0.9399
N -1.1615 -0.1388 -1.7016
N -0.1667 1.3867 -0.2297
N 0.0112 -0.8867 0.1864
N -0.6764 1.9942 -2.4403
H -1.1412 -2.0804 -1.2149
H 1.4366 0.0547 2.2245
H -0.1441 0.7471 2.5650
H 1.2050 1.7237 1.9409
H -0.1304 -2.7229 1.0852
H 1.3234 -2.4699 0.3087
H 1.0879 -1.6107 1.7731
H -1.3985 1.9319 -3.2165
H -0.1247 2.8424 -2.3206
```

---

Record 19
Molecular formula: C5H9N5
Method: DFT, ωB97M-V/def2-TZVPD

The value obtained for the LUMO energy (spin up / spin down) is -0.31018 / -0.32104 Ha. As for the HOMO-LUMO gap (spin up / spin down): 7.280 / 6.438 eV. As for the charge: +2. The strongest force on any atom is 5.1 eV Å⁻¹.

```
19
C5H9N5, DFT ωB97M-V/def2-TZVPD
C 2.0079 -0.4187 -0.0967
C -1.8452 0.0679 -0.0145
C 0.3046 1.3386 0.0304
C -1.3187 -2.0881 1.1075
C 2.8503 -1.5161 -0.4102
N -1.3054 -1.0308 0.5476
N -1.0292 1.1922 0.0181
N 1.1786 0.4096 -0.2255
N -3.1005 0.0312 -0.3547
N 0.8152 2.5920 0.2090
H -1.0951 -3.1108 1.2289
H 2.4182 -2.5347 -0.0966
H 3.9436 -1.4509 0.0804
H 2.8800 -1.6903 -1.4564
H -1.6337 1.9912 -0.2208
H -3.6700 -0.7369 -0.0527
H -3.4429 0.9000 -0.6821
H 0.3319 3.3928 0.6716
H 1.7104 2.6620 -0.2832
```

---

Record 20
Molecular formula: C5H9N5
Method: DFT, ωB97M-V/def2-TZVPD

The value obtained for the LUMO energy (spin up / spin down) is -0.38777 / -0.38776 Ha. As for the HOMO-LUMO gap (spin up / spin down): 9.119 / 9.120 eV. As for the charge: +2. Its SMILES is [H]/N=C(\C)NC(=[NH2+])/[NH+]=C/C#N. The strongest force on any atom is 4.8 eV Å⁻¹.

```
19
C5H9N5, DFT ωB97M-V/def2-TZVPD
H 0.7155 2.4956 -0.0986
N 0.4192 1.5221 -0.1059
C -0.7564 1.0736 -0.0604
C -1.9620 1.8854 -0.1177
N -0.9427 -0.3194 0.1799
C -0.1031 -1.3983 -0.0444
N -0.5523 -2.6443 -0.1682
N 1.2269 -1.1592 -0.2000
C 1.7808 -0.1050 0.4336
C 3.0637 0.4373 0.0887
N 4.0316 0.8854 -0.3566
H -2.4737 1.5368 -1.0820
H -1.8339 2.8811 -0.3286
H -2.6414 1.6485 0.8395
H -1.8496 -0.6574 0.4168
H 0.1338 -3.3896 -0.3614
H -1.5036 -2.8301 0.0909
H 1.7718 -1.9492 -0.4935
H 1.4756 0.0867 1.3679
```